1.
The following is a quantum chemistry calculation of a cluster of 11 separate species, C19H60N4O11 in total, from the Open Molecules 2025 dataset.

Cartesian coordinates (Å):
N 3.818 3.446 -0.599
C 3.642 2.395 -1.328
N 3.996 2.600 -2.591
O 3.184 1.205 -0.765
H 3.280 3.478 0.327
H 3.999 4.388 -1.006
H 3.786 1.775 -3.108
H 4.540 3.378 -2.930
N -2.355 -4.414 0.884
C -1.653 -3.420 1.398
N -1.790 -3.020 2.655
O -0.979 -2.670 0.591
H -2.380 -4.478 -0.128
H -2.687 -5.234 1.398
H -1.327 -2.113 2.820
H -1.897 -3.627 3.480
C 3.346 -1.537 0.881
C 4.365 -0.959 1.848
O 5.563 -1.728 1.764
H 3.322 -2.602 0.960
H 3.665 -1.281 -0.128
H 2.418 -1.068 0.990
H 3.882 -1.021 2.823
H 4.433 -0.003 1.509
H 6.088 -1.603 2.533
C 1.231 -5.287 -1.145
C 1.867 -3.989 -1.593
O 0.861 -3.094 -1.930
H 1.917 -5.978 -0.725
H 0.694 -5.720 -2.012
H 0.462 -5.013 -0.358
H 2.459 -4.214 -2.452
H 2.399 -3.548 -0.779
H 0.257 -2.918 -1.201
C -0.783 2.505 3.084
C -1.104 3.562 2.120
O -0.237 4.626 2.291
H 0.291 2.271 2.937
H -1.449 1.619 3.107
H -0.794 2.980 4.058
H -2.179 3.873 2.262
H -1.070 3.143 1.107
H -0.595 5.208 3.020
C 0.003 2.104 -4.973
C -0.205 1.029 -3.917
O 0.901 0.751 -3.064
H 0.828 1.808 -5.672
H 0.124 3.136 -4.587
H -0.953 2.106 -5.498
H -0.449 0.099 -4.337
H -1.116 1.173 -3.219
H 0.597 0.332 -2.298
C 0.848 -0.886 3.604
C -0.013 -1.185 4.772
O -1.271 -0.572 4.422
H 0.496 -1.412 2.772
H 1.839 -1.241 3.879
H 0.790 0.205 3.404
H 0.525 -0.822 5.640
H -0.036 -2.262 4.705
H -1.646 -0.167 5.242
C -0.559 4.515 -1.679
C 0.893 4.035 -1.450
O 1.747 4.339 -2.570
H -0.690 5.458 -2.179
H -0.947 4.592 -0.670
H -1.160 3.824 -2.200
H 0.919 2.979 -1.376
H 1.343 4.463 -0.516
H 2.642 3.918 -2.333
C -3.664 1.324 0.348
C -4.388 0.268 1.242
O -3.325 -0.352 1.998
H -2.829 0.917 -0.248
H -3.205 2.021 1.119
H -4.442 1.829 -0.317
H -4.888 -0.471 0.657
H -5.081 0.841 1.895
H -3.642 -1.267 2.175
C -2.512 -1.596 -2.913
C -3.224 -2.493 -1.898
O -2.535 -3.745 -1.779
H -2.502 -1.894 -4.005
H -1.452 -1.450 -2.578
H -2.877 -0.568 -2.926
H -4.154 -2.790 -2.355
H -3.286 -1.961 -0.888
H -2.284 -3.917 -2.690
C -0.226 0.451 0.382
O -0.269 -0.252 -0.831
H -0.431 1.463 0.266
H 0.812 0.377 0.734
H -0.824 0.066 1.198
H -0.703 -1.028 -0.553

The HOMO energy is -8.74 eV. The SMILES is NC(N)=O.NC(N)=O.CCO.CCO.CCO.CCO.CCO.CCO.CCO.CCO.CO. Its gap between HOMO and LUMO is 9.11 eV. The energy above the lowest of the compared OMol25 structures with the same formula, charge and spin is 0.0 kcal per mole. The largest force on an atom comes out at 7.7 eV/Å. As for the spin multiplicity: 1.



2.
The following is a quantum chemistry calculation of the molecule C2H4N4O, from the Open Molecules 2025 dataset.

Cartesian coordinates (Å):
N -1.983 0.303 0.588
C -0.917 -0.192 -0.078
N -0.526 -1.429 -0.163
N 0.779 -1.371 -0.645
C 1.042 -0.118 -0.780
N 2.124 0.557 -0.190
O -0.065 0.686 -0.620
H -2.123 1.301 0.583
H -2.795 -0.287 0.604
H 1.641 0.703 0.710
H 2.823 -0.154 -0.008

The HOMO energy is -8.63 eV. The SMILES is Nc1nnc(N)o1. Its gap between HOMO and LUMO is 9.19 eV. The energy above the lowest of the compared OMol25 structures with the same formula, charge and spin is 52.7 kcal per mole. The largest force on an atom comes out at 1.2 eV/Å. As for the spin multiplicity: 1.



3.
The following is a quantum chemistry calculation of the molecule C24H31ClN4O3, from the Open Molecules 2025 dataset.

Cartesian coordinates (Å):
C 0.820 3.946 1.459
C -0.183 2.906 1.128
O -0.403 1.900 2.013
C -1.337 1.112 1.435
C -1.845 -0.056 2.121
C -2.645 -0.971 1.438
C -3.152 -2.070 2.102
C -2.881 -2.272 3.445
C -2.088 -1.355 4.116
Cl -1.742 -1.593 5.790
C -1.562 -0.252 3.471
N -1.714 1.549 0.269
C -1.003 2.698 0.051
C -1.139 3.484 -1.216
N -0.453 2.899 -2.357
C 0.980 2.789 -2.128
C 1.701 2.269 -3.369
C 1.113 0.927 -3.809
C 1.410 -0.154 -2.770
O 2.149 0.010 -1.819
N 0.829 -1.351 -3.016
C 0.951 -2.444 -2.080
C -0.169 -2.447 -1.029
C 0.186 -3.327 0.173
N 0.782 -2.590 1.259
C 1.932 -1.721 1.118
C 2.008 -1.029 2.481
C 1.407 -2.060 3.432
C 0.471 -2.863 2.545
O -0.395 -3.633 2.904
C -0.388 1.133 -4.032
C -1.031 1.624 -2.741
H 0.732 4.227 2.507
H 0.665 4.822 0.836
H 1.829 3.570 1.291
H -2.857 -0.796 0.395
H -3.764 -2.785 1.573
H -3.265 -3.135 3.963
H -0.949 0.457 4.005
H -0.739 4.491 -1.063
H -2.199 3.560 -1.472
H 1.356 3.787 -1.884
H 1.209 2.121 -1.284
H 2.760 2.152 -3.135
H 1.595 2.988 -4.182
H 1.587 0.606 -4.745
H 0.161 -1.441 -3.763
H 1.919 -2.323 -1.588
H 0.951 -3.386 -2.633
H -1.092 -2.806 -1.486
H -0.347 -1.427 -0.682
H 0.860 -4.133 -0.151
H -0.711 -3.784 0.598
H 1.807 -1.011 0.299
H 2.836 -2.317 0.925
H 3.027 -0.749 2.742
H 1.393 -0.128 2.472
H 0.879 -1.630 4.279
H 2.166 -2.744 3.818
H -0.887 0.223 -4.369
H -0.523 1.894 -4.803
H -2.103 1.775 -2.891
H -0.907 0.861 -1.954

The HOMO energy is -8.12 eV. The SMILES is Cc1oc(-c2cccc(Cl)c2)nc1CN1CCC(C(=O)NCCCN2CCCC2=O)CC1. Its gap between HOMO and LUMO is 8.72 eV. The energy above the lowest of the compared OMol25 structures with the same formula, charge and spin is 4.0 kcal per mole. The largest force on an atom comes out at 1.2 eV/Å. As for the spin multiplicity: 1.



4.
The following is a quantum chemistry calculation of a structure of composition C25H13BrF4NO6PV, from the Open Molecules 2025 dataset.

Cartesian coordinates (Å):
V -0.087 0.074 0.117
O 0.354 5.779 2.323
C 0.074 4.523 1.892
C -0.590 4.284 0.692
C -0.836 2.982 0.353
N -0.485 1.894 1.070
C 0.125 2.186 2.230
C 0.435 3.443 2.684
C 0.354 0.905 3.006
O 0.899 0.902 4.094
O -0.126 -0.047 2.320
C -1.592 2.541 -0.893
O -2.011 3.309 -1.716
O -1.640 1.255 -0.854
H 0.003 6.399 1.675
H -0.928 5.067 0.024
H 0.922 3.557 3.640
F 0.193 -2.384 -7.059
C 0.382 -2.358 -5.736
C 1.048 -3.397 -5.123
F 1.492 -4.418 -5.871
C 1.255 -3.393 -3.756
F 1.908 -4.452 -3.253
C 0.805 -2.352 -2.966
P 0.824 -1.876 -1.138
C 0.035 -3.301 -0.248
C 0.447 -4.626 -0.359
C -0.201 -5.647 0.320
C -1.286 -5.366 1.127
C -1.716 -4.052 1.250
C -1.064 -3.042 0.572
C 2.660 -1.903 -0.713
C 3.324 -0.773 -0.207
C 4.673 -0.787 0.074
C 5.428 -1.936 -0.136
C 4.806 -3.056 -0.639
C 3.445 -3.032 -0.926
C 0.123 -1.298 -3.628
Br -0.473 0.093 -2.462
C -0.088 -1.295 -4.987
F -0.731 -0.298 -5.601
H 1.289 -4.893 -0.977
H 0.148 -6.666 0.216
H -1.793 -6.160 1.659
H -2.562 -3.813 1.879
H -1.431 -2.033 0.698
H 2.790 0.147 -0.030
H 5.142 0.106 0.465
H 6.487 -1.948 0.089
H 5.374 -3.962 -0.812
H 3.011 -3.934 -1.315
O 0.936 -1.074 0.718

Its charge is -1. The HOMO energy (alpha / beta) is -4.32 / -4.44 eV. Its gap between HOMO and LUMO (alpha / beta) is 6.66 / 6.76 eV. The energy above the lowest of the compared OMol25 structures with the same formula, charge and spin is 120.7 kcal per mole. The largest force on an atom comes out at 4.9 eV/Å. As for the spin multiplicity: 3.



The lowest energy above the lowest of the compared OMol25 structures with the same formula, charge and spin belongs to which entry?
C19H60N4O11